[1]
C38H46P2SiTi | ωB97M-V with the def2-TZVPD basis set

Last column: Mulliken charge in e.
Positions of all 88 atoms, in Å:
Ti1 -0.05 -0.05 -1.69  -0.01
C1 -2.14 -0.26 -0.47  0.03
C2 -2.35 -0.34 -1.85  -0.72
C3 -2.85 0.84 -2.64  -0.96
C4 -1.86 2.04 -2.83  -1.14
C5 -0.48 1.95 -2.19  -0.58
C6 -0.34 1.94 -0.76  -0.09
C7 -1.55 2.18 0.12  -0.95
C8 -2.48 0.97 0.33  -1.50
C9 1.98 -0.41 -2.13  -1.23
H1 -2.08 -1.21 0.06  0.71
H2 -2.60 -1.32 -2.27  0.61
H3 -3.80 1.24 -2.25  0.33
H4 -3.13 0.47 -3.65  0.39
H5 -1.73 2.19 -3.92  0.27
H6 -2.37 2.96 -2.49  0.43
H7 0.37 2.27 -2.82  0.69
H8 0.60 2.21 -0.29  0.80
H9 -2.14 3.02 -0.28  0.35
H10 -1.23 2.55 1.11  0.35
H11 -2.51 0.73 1.41  0.47
H12 -3.53 1.27 0.12  0.51
H13 2.56 -1.03 -1.42  0.17
H14 2.48 0.57 -2.24  0.29
H15 1.98 -0.93 -3.12  0.32
P1 -0.14 -1.78 -8.38  0.36
P2 1.35 0.63 -8.39  0.22
C10 -1.07 -0.34 -8.95  -0.27
C11 -0.37 0.85 -8.87  -0.55
C12 -0.65 -3.02 -9.65  0.62
C13 -1.79 -2.97 -10.48  -0.16
C14 -2.02 -3.98 -11.43  -0.66
C15 -1.13 -5.04 -11.56  -0.44
C16 -0.02 -5.12 -10.71  -0.60
C17 0.23 -4.11 -9.78  -0.38
C18 -1.04 -2.34 -6.90  0.60
C19 -0.59 -1.78 -5.68  -0.52
C20 -1.26 -2.09 -4.51  0.63
C21 -2.32 -3.00 -4.52  -0.99
C22 -2.78 -3.54 -5.74  -0.68
C23 -2.13 -3.21 -6.93  -0.69
C24 2.18 0.97 -10.04  0.32
C25 1.98 0.04 -11.09  -0.19
C26 2.65 0.18 -12.32  -0.68
C27 3.50 1.28 -12.55  -0.41
C28 3.63 2.25 -11.55  -0.66
C29 2.97 2.10 -10.31  -0.34
C30 1.81 2.11 -7.42  0.70
C31 3.07 2.07 -6.79  -0.31
C32 3.48 3.13 -5.98  -0.72
C33 2.64 4.24 -5.82  -0.45
C34 1.41 4.30 -6.48  -0.74
C35 0.98 3.23 -7.28  -0.22
H16 -2.09 -0.49 -9.30  0.54
H17 -0.74 1.85 -9.13  0.49
H18 -2.52 -2.16 -10.38  0.18
H19 -2.90 -3.94 -12.07  0.37
H20 -1.29 -5.82 -12.32  0.36
H21 0.67 -5.97 -10.78  0.36
H22 1.11 -4.16 -9.13  0.34
H23 0.27 -1.11 -5.66  0.44
H24 -0.92 -1.61 -3.57  -0.14
H25 -2.78 -3.29 -3.57  0.40
H26 -3.63 -4.22 -5.75  0.37
H27 -2.48 -3.63 -7.88  0.35
H28 1.30 -0.80 -10.95  0.17
H29 2.52 -0.57 -13.11  0.37
H30 4.06 1.37 -13.50  0.34
H31 4.25 3.13 -11.74  0.35
H32 3.08 2.88 -9.56  0.29
H33 3.73 1.21 -6.95  0.37
H34 4.45 3.09 -5.49  0.41
H35 2.96 5.07 -5.18  0.37
H36 0.78 5.18 -6.38  0.40
H37 0.02 3.28 -7.79  0.19
C36 1.90 0.72 1.41  -1.32
Si1 0.87 -0.64 0.54  1.24
C37 1.96 -2.20 0.64  -1.44
C38 -0.43 -0.92 1.91  -1.30
H38 2.87 0.90 0.91  0.29
H39 2.08 0.34 2.43  0.40
H40 1.37 1.67 1.48  0.36
H41 2.20 -2.30 1.71  0.30
H42 1.43 -3.10 0.30  0.33
H43 2.90 -2.14 0.07  0.42
H44 0.11 -1.30 2.79  0.51
H45 -0.92 0.02 2.17  0.18
H46 -1.21 -1.65 1.64  0.37

Properties
- Kohn-Sham gap (spin up / spin down): 7.34 / 6.45 eV
- Strongest force on any atom: 2.34 eV/Å
- Multiplicity: 3
- DFT total energy: -3297.0340 hartree



[2]
C5H5NO | ωB97M-V with the def2-TZVPD basis set

Last column: Mulliken charge in e.
Positions of all 12 atoms, in Å:
N1 2.74 1.07 0.16  -0.41
C1 1.86 0.33 0.27  0.10
C2 0.73 -0.62 0.38  0.19
O1 0.14 -0.44 1.65  -0.52
C3 -1.66 -0.34 0.04  -0.42
C4 -1.13 0.88 -0.60  -0.47
C5 -0.32 -0.36 -0.69  -0.03
H1 1.15 -1.64 0.27  0.29
H2 -0.73 -0.88 1.62  0.38
H3 -1.69 1.14 -1.49  0.29
H4 -0.85 1.73 0.03  0.23
H5 -0.24 -0.87 -1.64  0.38

Properties
- Kohn-Sham gap: 8.80 eV
- Strongest force on any atom: 1.11 eV/Å
- ΔE to the lowest compared entry with this formula, charge and spin: 120.67 kcal per mole
- DFT total energy: -323.3274 hartree



[3]
C14H24N6O3RhSSe2 | ωB97M-V with the def2-TZVPD basis set

Last column: Mulliken charge in e.
Positions of all 51 atoms, in Å:
Rh1 0.02 0.14 0.00  0.58
O1 -0.78 0.24 -3.25  -0.22
C1 -2.18 0.29 -3.48  -1.31
C2 -2.99 0.25 -2.18  1.84
C3 -4.46 0.25 -2.66  -1.44
O2 -5.30 0.15 -1.52  -0.51
C4 -2.82 -1.07 -1.42  -1.26
Se1 -1.05 -1.76 -1.01  -0.10
C5 -2.85 1.51 -1.31  -1.43
Se2 -1.13 2.16 -0.62  -0.28
H1 -0.35 0.00 -4.07  0.24
H2 -2.48 -0.57 -4.10  0.50
H3 -2.44 1.20 -4.03  0.38
H4 -4.62 -0.60 -3.33  0.50
H5 -4.66 1.18 -3.21  0.47
H6 -6.22 0.16 -1.81  0.34
H7 -3.32 -1.87 -1.96  0.51
H8 -3.29 -0.98 -0.44  0.56
H9 -3.50 1.40 -0.44  0.61
H10 -3.23 2.36 -1.88  0.51
C6 -2.70 -0.10 4.48  -0.89
N1 -1.31 -0.09 4.02  0.10
C7 -0.26 -0.06 4.88  0.00
C8 1.02 -0.05 4.44  -0.98
C9 1.22 -0.08 3.04  1.00
N2 0.20 -0.08 2.19  -0.10
C10 -1.10 -0.10 2.65  0.15
O3 -2.04 -0.13 1.87  -0.52
N3 2.46 -0.11 2.53  -0.27
H11 -2.70 -0.09 5.56  0.31
H12 -3.20 -0.99 4.11  0.30
H13 -3.22 0.78 4.10  0.30
H14 -0.52 -0.04 5.93  0.34
H15 1.84 -0.04 5.14  0.36
H16 3.25 -0.17 3.14  0.21
H17 2.60 -0.27 1.54  0.13
C11 6.23 -1.18 -0.09  -1.01
C12 5.14 -1.70 -1.03  -0.49
C13 4.03 -0.72 -1.21  0.34
N4 2.88 -0.83 -0.63  -0.74
N5 2.04 0.22 -0.90  0.18
C14 2.57 1.12 -1.71  0.61
N6 1.93 2.22 -2.13  -0.36
S1 4.18 0.71 -2.18  -0.19
H18 7.03 -1.92 0.01  0.34
H19 5.83 -0.98 0.90  0.25
H20 6.68 -0.26 -0.47  0.34
H21 4.69 -2.61 -0.63  0.26
H22 5.57 -1.95 -2.00  0.35
H23 0.92 2.27 -2.01  -0.08
H24 2.35 2.80 -2.83  0.24

Properties
- Kohn-Sham gap (spin up / spin down): 8.07 / 5.99 eV
- Strongest force on any atom: 0.33 eV/Å
- Multiplicity: 5
- Charge: +1
- ΔE to the lowest compared entry with this formula, charge and spin: 9.33 kcal per mole
- DFT total energy: -6413.5320 hartree



[4]
C10H13O3 | ωB97M-V with the def2-TZVPD basis set

Last column: Mulliken charge in e.
Positions of all 26 atoms, in Å:
C1 3.17 2.69 0.68  -1.34
C2 0.12 0.67 -1.55  0.21
C3 -0.17 1.12 -0.27  0.06
C4 1.30 1.12 -2.17  -0.69
C5 0.78 1.78 0.52  -0.98
C6 2.31 1.68 -1.39  -0.66
C7 2.04 1.99 -0.05  1.08
O1 -0.68 -0.17 -2.21  -0.59
H1 -1.54 -0.19 -1.74  0.48
H2 -1.13 1.00 0.23  0.48
H3 1.46 0.91 -3.22  0.38
H4 0.57 2.00 1.55  0.35
H5 3.22 2.08 -1.77  0.35
H6 3.13 3.78 0.67  0.26
H7 4.11 2.32 0.26  0.35
H8 3.23 2.49 1.77  0.33
C8 -1.73 -2.40 0.62  -0.13
C9 -2.29 -3.67 1.25  -1.20
C10 -2.69 -1.22 0.56  0.37
O2 -3.40 -1.11 1.59  -0.74
O3 -2.48 -0.28 -0.27  -0.85
H9 -0.80 -2.03 1.11  0.26
H10 -1.21 -2.62 -0.33  0.30
H11 -3.07 -4.07 0.59  0.27
H12 -2.80 -3.53 2.19  0.27
H13 -1.45 -4.35 1.39  0.37

Properties
- Kohn-Sham gap: 8.02 eV
- Strongest force on any atom: 2.48 eV/Å
- Charge: -1
- ΔE to the lowest compared entry with this formula, charge and spin: 19.80 kcal per mole
- DFT total energy: -614.6297 hartree



[5]
C16H18FeNO4S3 | ωB97M-V with the def2-TZVPD basis set

Last column: Mulliken charge in e.
Positions of all 43 atoms, in Å:
Fe1 -0.58 1.26 0.71  0.52
C1 -4.01 -0.64 1.58  -1.69
C2 -3.55 0.23 0.41  1.43
C3 -4.49 0.14 -0.78  -1.74
O1 -2.22 -0.15 0.02  -0.19
C4 -3.44 1.69 0.89  0.28
O2 -4.44 2.31 1.14  -0.63
O3 -2.22 2.14 1.00  -0.62
H1 -4.11 -1.68 1.27  0.44
H2 -4.97 -0.28 1.94  0.42
H3 -3.28 -0.58 2.39  0.31
H4 -4.59 -0.90 -1.10  0.48
H5 -4.12 0.73 -1.61  0.36
H6 -5.47 0.51 -0.49  0.39
H7 -2.22 -1.03 -0.39  0.21
C5 -0.38 1.06 -2.53  -1.33
C6 0.48 0.02 -1.88  0.59
C7 1.30 -0.83 -2.65  -1.01
C8 2.09 -1.74 -2.03  -0.86
C9 2.11 -1.83 -0.62  1.02
C10 2.94 -2.74 0.08  -0.91
C11 2.92 -2.76 1.44  -0.71
C12 2.09 -1.88 2.16  -0.49
C13 1.27 -0.98 1.52  0.90
S1 0.27 0.12 2.48  -0.40
C14 1.28 -0.95 0.10  -0.34
N1 0.48 -0.05 -0.56  0.90
H8 -0.49 0.87 -3.59  0.48
H9 0.09 2.04 -2.39  0.25
H10 -1.36 1.10 -2.06  0.08
H11 1.27 -0.74 -3.73  0.49
H12 2.73 -2.40 -2.61  0.42
H13 3.57 -3.42 -0.49  0.42
H14 3.54 -3.45 1.99  0.39
H15 2.09 -1.90 3.24  0.45
C15 3.94 1.27 0.74  -0.89
O4 2.58 1.64 0.47  -0.06
C16 2.26 2.94 0.51  0.23
S2 3.33 4.15 0.75  -0.28
S3 0.56 3.23 0.27  -0.25
H16 3.95 0.18 0.68  0.15
H17 4.24 1.60 1.73  0.40
H18 4.60 1.71 0.00  0.37

Properties
- Kohn-Sham gap (spin up / spin down): 7.29 / 6.85 eV
- Strongest force on any atom: 0.20 eV/Å
- Multiplicity: 6
- ΔE to the lowest compared entry with this formula, charge and spin: 3.39 kcal per mole
- DFT total energy: -3434.5658 hartree